No. 1
116
Properties=species:S:1:pos:R:3 method="wB97M-V/def2-TZVPD" homo_lumo_gap_ha=0.157 spin_multiplicity=1 fmax_ha_per_bohr=0.04500 lumo_ev=3.7 total_charge=-2 relative_energy_ev=2.097 e_homo_ev=-0.57
Ba -0.78883 -0.65349 -0.23294
C 1.79532 -0.92305 3.64879
C 1.98017 -0.71558 2.17543
O 1.03166 -0.50862 1.44184
C 3.33389 -0.60089 1.55367
C 4.35256 0.00989 2.28640
C 5.56436 0.33309 1.69868
C 5.75563 0.03181 0.35715
C 4.77990 -0.62434 -0.37039
C 3.56886 -0.97764 0.21932
O 2.71404 -1.72597 -0.53298
H 0.81811 -1.37627 3.81046
H 1.78868 0.05507 4.14138
H 2.57717 -1.53047 4.10064
H 4.16872 0.27875 3.31866
H 6.33402 0.83350 2.27082
H 6.68587 0.30596 -0.12652
H 4.93493 -0.88413 -1.40970
O -5.17241 -1.81518 4.23986
C -4.44653 -2.93072 4.02811
C -4.73831 -4.05151 4.80676
C -4.03673 -5.22845 4.62246
C -3.03369 -5.30956 3.66291
C -2.73988 -4.19119 2.90115
C -3.42517 -2.99384 3.06792
C -3.03707 -1.81742 2.22601
O -2.01404 -1.91520 1.51217
N -3.80362 -0.74353 2.31143
N -3.35607 0.27165 1.42794
C -4.01727 1.34485 1.57936
S -3.56840 2.76230 0.61830
C -5.13801 3.60515 0.92919
C -5.49940 3.36447 2.38842
S -5.36148 1.58342 2.70015
H -4.86517 -1.13107 3.56986
H -5.52725 -3.96644 5.54325
H -4.28036 -6.09166 5.23226
H -2.49131 -6.23388 3.51050
H -1.96772 -4.20986 2.14175
H -5.92267 3.21658 0.27647
H -5.00028 4.66677 0.72144
H -6.52142 3.67708 2.60639
H -4.81176 3.90936 3.03677
O -1.28625 -4.05816 -1.33199
Cl -1.29533 -2.95180 -2.24489
O -1.43783 -3.34138 -3.59881
O 0.02588 -2.21320 -2.06151
O -2.37045 -2.02994 -1.84305
C 2.79437 2.78482 -0.69619
C 2.15043 2.96005 0.66871
Ge 0.20451 2.37203 0.71157
C -0.36588 3.22994 2.48046
C -0.59524 4.73691 2.48629
C -0.46447 3.73791 -0.61643
C -0.92865 3.51185 -1.86479
Ge -1.04874 1.58521 -2.52197
C 0.38556 1.66780 -3.97040
C 0.17040 2.58993 -5.16300
C -2.69119 1.50855 -3.72037
C -4.01854 1.57857 -2.98008
C -1.21288 4.72205 -2.68502
C -0.29466 5.77615 -2.76570
C -0.55117 6.91088 -3.51966
C -1.74146 7.03225 -4.22296
C -2.66238 5.99413 -4.16245
C -2.39865 4.85559 -3.41799
H 3.83777 3.12248 -0.73648
H 2.23674 3.32612 -1.46588
H 2.78445 1.73393 -1.00489
H 2.20477 4.01004 0.98890
H 2.70456 2.38152 1.41866
H 0.43463 2.97636 3.19110
H -1.26177 2.71982 2.84673
H 0.27220 5.27814 2.09522
H -0.80284 5.13888 3.48779
H -1.44180 5.00502 1.84820
H -0.39219 4.79960 -0.33835
H 0.53152 0.63952 -4.32293
H 1.30953 1.93587 -3.44567
H -0.69450 2.27757 -5.75542
H 1.02904 2.61794 -5.84884
H -0.02235 3.62105 -4.85511
H -2.61197 0.51722 -4.18477
H -2.66355 2.23388 -4.54147
H -4.07381 0.81692 -2.19561
H -4.89009 1.42694 -3.63070
H -4.16435 2.53254 -2.46310
H 0.64231 5.67478 -2.23142
H 0.19190 7.70055 -3.55949
H -1.94860 7.91536 -4.81667
H -3.59723 6.06139 -4.70946
H -3.11899 4.05057 -3.39384
C 4.82536 -4.53242 3.51713
C 3.45113 -4.45321 3.65378
C 2.66732 -4.09369 2.56206
C 3.24312 -3.81995 1.32398
C 4.63304 -3.91817 1.20436
C 5.41939 -4.26516 2.28892
Si 2.13631 -3.26854 -0.09277
C 2.30592 -4.31505 -1.61184
C 1.51757 -5.44003 -1.83758
C 1.70770 -6.22442 -2.96489
C 2.69204 -5.89412 -3.88500
C 3.48316 -4.77554 -3.67708
C 3.28845 -3.99194 -2.54926
H 5.44032 -4.79902 4.36879
H 2.98078 -4.65735 4.60808
H 1.59192 -4.01210 2.68040
H 5.10591 -3.70875 0.25089
H 6.49579 -4.32137 2.18066
H 0.78792 -3.21476 0.49981
H 0.72136 -5.69009 -1.14753
H 1.06664 -7.08100 -3.13155
H 2.82792 -6.49902 -4.77363
H 4.24063 -4.49824 -4.40010
H 3.88854 -3.09992 -2.41547



No. 2
116
Properties=species:S:1:pos:R:3 method="wB97M-V/def2-TZVPD" homo_lumo_gap_ha=0.137 spin_multiplicity=1 fmax_ha_per_bohr=0.04324 lumo_ev=3.3 total_charge=-2 relative_energy_ev=1.259 e_homo_ev=-0.47
Cs -1.03195 0.17934 2.14701
S -2.72276 -2.79886 2.55084
C -3.90458 -2.80388 1.29869
S -4.14887 -1.44173 0.27484
C -4.69702 -3.97515 1.08606
C -5.66746 -4.07625 0.04843
N -6.46820 -4.24164 -0.77557
C -4.55672 -5.15816 1.87036
N -4.50991 -6.15606 2.46153
C -1.16752 8.09814 3.34889
C -2.51184 7.55553 2.86614
C -3.08392 8.46989 1.79090
C -4.44479 7.96339 1.33242
C -4.32457 6.53071 0.87095
C -5.19042 6.02051 -0.07321
C -5.08291 4.69504 -0.46658
F -5.95424 4.24188 -1.39721
C -4.13877 3.86135 0.05327
C -3.23787 4.36438 0.99200
C -2.20961 3.42780 1.52903
O -2.21425 2.25604 1.17246
C -1.29560 4.03714 2.48702
C -1.47472 5.32501 2.84573
N -2.40723 6.18716 2.34037
C -3.32234 5.70409 1.40537
C -0.05993 3.34707 3.13321
O 0.33109 3.84964 4.21324
O 0.44002 2.39845 2.48222
H -1.27152 9.16600 3.54657
H -0.40216 7.95932 2.58133
H -0.82779 7.62047 4.26769
H -3.20862 7.55033 3.71146
H -2.38865 8.49880 0.94660
H -3.16061 9.47918 2.19503
H -4.84733 8.58441 0.53169
H -5.14945 8.02741 2.16688
H -5.96253 6.64569 -0.50816
H -4.05812 2.81751 -0.23579
H -0.80638 5.70950 3.60308
C 1.22929 -3.38151 -5.50005
C -0.13063 -3.59616 -4.82397
C -1.22951 -3.16056 -5.79433
C -0.32547 -5.09040 -4.52202
C -0.17814 -2.81202 -3.51360
C -1.14897 -1.86955 -3.24972
C -1.14240 -1.22738 -2.01537
N -0.24955 -1.47887 -1.07320
C 0.65941 -2.42141 -1.28648
C 0.74191 -3.08375 -2.49853
C 1.46474 -2.81325 -0.10327
C 2.54218 -3.67850 -0.17392
C 3.14065 -4.16980 0.98241
C 2.59918 -3.77091 2.19217
C 1.54569 -2.86184 2.18201
N 1.01289 -2.37364 1.07387
C 4.31697 -5.14423 0.88163
C 4.89074 -5.49910 2.25537
C 5.43741 -4.51103 0.04720
C 3.83553 -6.43662 0.20513
H 1.27930 -3.94237 -6.43836
H 2.04808 -3.71495 -4.85850
H 1.38475 -2.32154 -5.72175
H -1.15338 -3.73980 -6.71765
H -1.13924 -2.09905 -6.05391
H -2.22112 -3.32905 -5.36830
H -0.30449 -5.66950 -5.45091
H -1.28522 -5.25560 -4.02746
H 0.45957 -5.47075 -3.86465
H -1.93826 -1.64305 -3.95207
H -1.91755 -0.51420 -1.76078
H 1.48320 -3.86355 -2.62909
H 2.90893 -3.98834 -1.14880
H 2.97577 -4.14207 3.13455
H 1.10122 -2.51514 3.11383
H 5.22287 -4.60408 2.78715
H 5.75138 -6.16133 2.13441
H 4.15282 -6.01689 2.87304
H 5.77524 -3.57812 0.50767
H 5.10371 -4.28497 -0.96736
H 6.28919 -5.19379 -0.01958
H 3.02672 -6.88983 0.78303
H 4.65805 -7.15574 0.12973
H 3.45827 -6.24060 -0.80157
C -3.63000 1.60465 -4.20689
N -2.21309 1.34485 -4.34957
C -1.60214 1.02965 -5.63010
C -0.15771 0.75448 -5.22464
N -0.04521 1.58766 -4.02787
C -1.28544 1.76051 -3.44378
S -1.56192 2.29388 -1.91539
H -4.18987 0.87102 -4.78860
H -3.89780 2.61379 -4.54304
H -3.89939 1.50684 -3.15646
H -1.66894 1.88153 -6.31959
H -2.08081 0.16851 -6.09376
H 0.55618 1.04748 -5.98992
H -0.01968 -0.30708 -4.98680
H 0.71318 1.44697 -3.37961
N 0.33869 -0.39785 5.12177
C 1.46845 -0.30492 4.85782
N 2.71452 -0.12357 4.42676
C 3.04750 1.21719 3.87771
C 4.53426 1.45749 4.06173
C 5.34989 0.39615 3.31071
C 4.78762 -1.03315 3.52364
C 3.77505 -1.09740 4.66057
H 2.44107 1.96619 4.38173
H 2.77172 1.26376 2.82328
H 4.77527 1.43603 5.12890
H 4.78459 2.45522 3.70051
H 6.39682 0.44957 3.61593
H 5.32213 0.62928 2.24403
H 5.59533 -1.73748 3.73620
H 4.29130 -1.38141 2.61665
H 4.27174 -0.91759 5.61874
H 3.32503 -2.08696 4.70653



No. 3
164
Properties=species:S:1:pos:R:3 method="wB97M-V/def2-TZVPD" homo_lumo_gap_ha=0.264 spin_multiplicity=1 fmax_ha_per_bohr=0.10485 lumo_ev=-0.6 e_homo_ev=-7.81
C 6.01983 1.71461 1.70220
C 5.80334 2.23963 0.13746
O 4.39694 2.23286 -0.29719
C 4.28958 1.83414 -1.73965
C 3.91801 0.23688 -1.75437
O 3.09931 -0.20073 -2.89935
C 2.10556 -1.14988 -2.29596
C 0.51244 -0.64177 -2.28099
C 0.11325 0.81334 -2.92467
O 0.91052 1.95023 -2.43902
C 0.53178 3.07315 -3.32559
C -0.61450 -1.69144 -1.63113
C -2.24445 -1.31933 -1.59707
O -2.78704 -1.34192 -0.22976
C -3.06390 0.00803 0.28524
O -4.21739 0.09453 1.20162
C -5.16525 -1.02530 0.98984
C -6.46172 -0.71757 2.00010
O -5.92191 -0.90527 3.38720
C -0.14072 -3.17731 -1.02813
C -1.26428 -4.20875 -0.38158
C -0.96627 -4.28282 1.22967
C -2.29368 -4.15345 2.18672
F -2.60590 -2.76649 2.69821
C -3.17298 -5.29966 2.61426
F -2.58610 -6.67943 2.44180
F -4.53659 -5.13439 3.20869
C 1.45372 -3.68209 -1.05265
C 2.54871 -2.64582 -1.69385
S 4.36141 -3.23639 -1.75909
C 4.46469 -4.46010 -0.33773
C 3.08360 -5.21742 0.11276
C 3.18802 -6.31218 1.37281
C 4.57151 -6.67505 2.17391
C 5.95142 -5.91826 1.70766
O 7.19473 -6.28926 2.41764
C 5.87298 -4.81681 0.46968
C 7.33545 -4.11403 0.06463
C 7.41302 -2.73229 0.97520
C 7.66256 -1.49903 -0.11148
F 6.10777 -2.58200 1.71997
N 1.71718 -5.06877 -0.51475
H 6.81819 0.83874 1.73751
H 5.04525 1.28918 2.19142
H 6.44045 2.57500 2.41022
H 6.14030 3.38429 0.15449
H 6.51345 1.58809 -0.56232
H 3.46525 2.53404 -2.20745
H 5.29253 2.08336 -2.32009
H 4.92558 -0.39760 -1.71277
H 3.30705 -0.02244 -0.78153
H 0.33193 0.72766 -4.09423
H -1.01467 1.10965 -2.82622
H 1.41323 3.35095 -4.07999
H -0.39858 2.82233 -4.02804
H 0.23174 4.05776 -2.75082
H -2.76413 -2.22528 -2.17505
H -2.50574 -0.35900 -2.21743
H -3.21486 0.83196 -0.53307
H -2.10210 0.32310 0.91800
H -4.73282 -2.06710 1.37688
H -5.61294 -1.07997 -0.08981
H -7.31957 -1.50323 1.87006
H -6.80316 0.40040 1.94539
H -5.50891 -1.83112 3.44510
H -1.03688 -5.27358 -0.86005
H -2.36940 -3.95149 -0.67204
H -0.21449 -3.39653 1.49730
H -0.35379 -5.27605 1.48048
H 2.21346 -6.88521 1.69079
H 4.64314 -7.47887 3.04563
H 6.99303 -6.55649 3.37009
H 8.20097 -4.88709 0.34433
H 7.27973 -3.92198 -1.08776
H 8.30536 -2.86626 1.73289
H 8.31059 -0.67320 0.40721
H 6.59811 -1.12304 -0.46569
H 8.17956 -1.93591 -1.09340
H 1.71343 -5.74610 -1.32040
C 2.26098 2.70951 4.10408
Br 2.86845 2.77559 2.25730
Br 2.48071 0.93717 4.87543
Br 3.10486 4.08272 5.19330
H 1.18712 2.92348 4.09529
C -8.90993 1.64699 4.29932
Br -9.18302 2.31172 6.10694
Br -10.21124 0.28053 3.82621
Br -8.86939 3.09028 2.99567
H -7.92429 1.17039 4.27941
C -3.89804 -5.46430 -3.53204
Br -3.89618 -7.35931 -3.97127
Br -4.36698 -5.15330 -1.66984
Br -2.21664 -4.60933 -4.00762
H -4.67837 -4.99576 -4.14079
C -2.53380 -1.57133 -7.10953
Br -4.02563 -0.36684 -7.43760
Br -1.56320 -1.09757 -5.49153
Br -3.09612 -3.43356 -7.09726
H -1.83744 -1.45313 -7.94627
C -5.13068 2.80600 6.58559
Br -4.52322 2.87208 4.73881
Br -4.91095 1.03366 7.35694
Br -4.28680 4.17921 7.67481
H -6.20454 3.01996 6.57680
C 10.64004 -6.11381 4.39410
Br 9.12318 -7.08704 5.12617
Br 10.08504 -4.48657 3.48387
Br 11.99442 -5.76144 5.74530
H 11.10113 -6.76044 3.64025
C 6.01446 6.81947 0.81980
Br 7.04184 5.44009 -0.08892
Br 4.88838 6.07781 2.22207
Br 7.15283 8.24935 1.48598
H 5.34629 7.26362 0.07461
C 5.41446 8.75104 -3.29073
Br 6.44184 7.37167 -4.19944
Br 4.28838 8.00939 -1.88846
Br 6.55283 10.18093 -2.62454
H 4.74629 9.19520 -4.03592
C -11.31412 4.01047 9.32207
Br -9.49041 4.41462 9.86492
Br -12.57591 4.25955 10.78163
Br -11.83549 5.00907 7.73612
H -11.34027 2.94899 9.05448
C -3.16431 1.58024 -11.16220
Br -4.95953 0.90211 -10.84395
Br -2.89475 3.32581 -10.34687
Br -1.80111 0.30610 -10.61219
H -3.05984 1.71313 -12.24408
C -8.23536 7.90610 7.81691
Br -8.98746 8.18647 9.58883
Br -6.70407 6.70712 7.86188
Br -9.58198 7.31302 6.54446
H -7.87067 8.87748 7.46700
C -6.24975 4.51127 0.46512
Br -4.79006 5.59049 1.16408
Br -7.30476 5.48406 -0.84830
Br -5.62121 2.80663 -0.23015
H -6.91377 4.28804 1.30670
C -13.96344 4.11733 4.58735
Br -13.74594 2.36111 5.39503
Br -12.57452 4.48841 3.27676
Br -15.74439 4.35578 3.84195
H -13.85126 4.85426 5.38946
C 11.16526 -3.36109 -1.34756
Br 10.89216 -2.69636 0.46006
Br 9.86395 -4.72755 -1.82067
Br 11.20580 -1.91780 -2.65121
H 12.15090 -3.83769 -1.36747
C 0.61519 -3.00912 -9.94019
Br 1.33571 -1.46211 -10.87378
Br 0.94619 -2.91797 -8.02536
Br -1.26978 -3.28082 -10.33684
H 1.15076 -3.88726 -10.31578
C 9.66526 2.31867 -1.86097
Br 9.39216 2.98340 -0.05335
Br 8.36395 0.95221 -2.33408
Br 9.70580 3.76196 -3.16462
H 10.65090 1.84207 -1.88088
C -6.93279 -0.23999 -4.44705
Br -8.72801 -0.91812 -4.12880
Br -6.66323 1.50558 -3.63171
Br -5.56959 -1.51413 -3.89704
H -6.82832 -0.10710 -5.52892